Record 1
{
  "formula": "H16NO11",
  "method": "ωB97M-V/def2-TZVPD",
  "symbols": ["N", "O", "O", "O", "O", "H", "H", "O", "H", "H", "O", "H", "H", "O", "H", "H", "O", "H", "H", "O", "H", "H", "O", "H", "H", "O", "H", "H"],
  "coordinates": [[-0.43411, 0.92982, -1.26339], [0.55708, 0.26051, -1.70043], [-0.12118, 1.78381, -0.37627], [-1.49684, 0.25600, -1.07073], [-0.90713, 2.85262, 3.28345], [-1.84239, 3.06477, 3.48267], [-0.85026, 2.57139, 2.38054], [-0.70476, -2.26398, 0.18935], [-1.46331, -2.70763, -0.19119], [-0.92367, -1.35528, -0.08795], [3.57924, 0.52460, -2.51349], [3.90318, -0.22698, -2.05110], [2.74335, 0.84133, -2.12342], [1.59438, 1.67534, 1.90645], [0.96172, 1.24325, 2.47060], [1.25705, 1.53203, 1.04934], [-1.54910, 0.69905, 1.70834], [-1.40369, 0.59407, 0.73950], [-1.00249, 0.07261, 2.21910], [-3.86337, -1.59083, -0.09804], [-3.22419, -0.90548, -0.37534], [-3.78524, -2.19666, -0.89733], [0.94543, -2.35301, -2.24360], [0.37564, -2.95850, -2.68128], [0.53763, -1.46839, -2.15116], [2.29783, -0.54345, 0.34462], [3.09406, 0.01123, 0.37864], [1.72514, -0.34224, -0.32788]],
  "atomic_forces_ev_per_a": [[3.0311, -3.6404, 6.2038], [-0.5978, 1.2831, -2.4411], [-1.2962, 1.3155, -2.5432], [-1.0167, 1.3681, -1.7672], [-0.5610, 1.0302, 1.7030], [0.9060, -0.4247, -0.5498], [-0.3344, -0.4612, -0.8819], [-0.3396, 0.5600, 0.0120], [-0.1709, -0.4989, 0.1310], [0.4673, -0.2071, 0.1454], [-0.3675, 1.5746, -0.8029], [-0.1697, -0.9169, 0.7831], [0.4267, -0.6899, -0.0526], [0.9957, 0.8228, 1.6017], [-0.2516, -0.1584, 0.4286], [-0.5769, -0.2599, -1.7438], [0.0818, -0.3228, 0.0841], [-0.0692, -0.1049, 0.9713], [-0.4171, 0.2234, -0.8153], [0.7033, -0.8849, -2.1456], [-0.3586, 0.0260, 0.5066], [-0.4369, 0.9379, 1.5487], [1.1777, 0.6599, 0.2734], [-0.8994, -0.3272, -0.4320], [-0.0880, -0.5890, -0.2076], [2.9246, -1.4485, 3.2335], [-0.9497, 0.0025, -0.3419], [-1.8129, 1.1306, -2.9013]],
  "mulliken_charge": [0.820, -0.593, -0.584, -0.668, -0.626, 0.285, 0.358, -0.584, 0.250, 0.277, -0.658, 0.318, 0.313, -0.625, 0.279, 0.348, -0.672, 0.355, 0.294, -0.645, 0.352, 0.306, -0.617, 0.252, 0.422, -0.560, 0.295, 0.311],
  "e_tot_ha": -891.9144,
  "homo_lumo_gap_ev": 9.48,
  "de_lowest_ev": 2.371,
  "charge": -1
}



Record 2
{
  "formula": "C5H16N2O",
  "method": "ωB97M-V/def2-TZVPD",
  "symbols": ["C", "N", "C", "C", "N", "C", "C", "H", "H", "H", "H", "H", "H", "H", "H", "H", "H", "H", "H", "H", "H", "O", "H", "H"],
  "coordinates": [[2.95812, 1.18172, -1.08414], [1.80385, 0.31278, -0.90507], [1.31927, 0.13999, 0.43481], [0.07002, -0.76672, 0.48350], [-1.13870, -0.22057, -0.21985], [-0.92584, -0.32175, -1.70930], [-1.53254, 1.10187, 0.24284], [3.01049, 1.99897, -0.36382], [3.89274, 0.63180, -0.93403], [3.00264, 1.57946, -2.10116], [1.91962, -0.52213, -1.45539], [2.08633, -0.22559, 1.15657], [1.09580, 1.13795, 0.83530], [-0.14480, -0.93178, 1.54022], [0.24507, -1.76660, 0.07937], [-0.31605, -1.20144, -1.82735], [-0.42123, 0.56682, -2.08484], [-1.93431, -0.34704, -2.10948], [-2.38507, 1.01612, 0.91561], [-0.73943, 1.67338, 0.75493], [-1.66160, 1.82880, -0.56860], [-2.43962, -1.32987, 2.43606], [-2.09116, -0.54532, 2.03709], [-1.84093, -2.09630, 2.37311]],
  "atomic_forces_ev_per_a": [[0.5154, -0.5611, 0.0167], [0.1539, 1.0338, -0.4728], [0.2715, -0.5120, 0.3842], [-0.3917, 1.0700, -0.0171], [1.7240, -0.4617, -0.3391], [-0.9575, 1.0675, 1.9734], [0.8263, 0.5486, -0.0758], [-0.4812, 0.0497, -0.0750], [0.2277, -0.0393, 0.0505], [-0.1746, 0.1092, 0.1185], [-0.0869, -0.2827, 0.2831], [-0.1872, -0.2850, -0.2910], [-0.1929, -0.1696, -0.1535], [-0.1363, 0.1386, 0.0454], [0.2400, 0.1248, -0.1248], [-0.1988, -0.3320, -0.7483], [0.2277, -0.1287, -0.1859], [0.0755, -0.4989, -0.5789], [-0.2792, 0.4504, -0.2251], [-0.0254, -0.6062, 0.4154], [-0.8722, -0.5409, -0.1725], [-0.7299, -1.2726, 1.0053], [0.6616, 0.0487, -0.5353], [-0.2096, 1.0496, -0.2975]],
  "mulliken_charge": [-0.964, -0.111, -0.632, -0.795, 0.088, -1.029, -1.009, 0.314, 0.294, 0.293, 0.216, 0.351, 0.290, 0.273, 0.360, 0.367, 0.319, 0.353, 0.339, 0.251, 0.361, -0.640, 0.402, 0.313],
  "e_tot_ha": -384.7875,
  "homo_lumo_gap_ev": 9.15,
  "de_lowest_ev": 1.921,
  "smiles": "CNCCN(C)C.O"
}



Record 3
{
  "formula": "C20H31IrO2",
  "method": "ωB97M-V/def2-TZVPD",
  "symbols": ["O", "C", "C", "H", "H", "C", "H", "H", "C", "H", "H", "H", "C", "H", "H", "H", "Ir", "C", "C", "C", "H", "C", "C", "H", "H", "H", "H", "C", "C", "C", "H", "C", "C", "H", "H", "H", "H", "O", "C", "C", "H", "H", "C", "H", "H", "C", "H", "H", "H", "H", "C", "H", "H", "H"],
  "coordinates": [[1.82876, -0.60141, 0.83889], [1.81113, -1.49507, 2.00353], [3.10420, -2.19304, 1.64422], [0.92618, -2.13884, 2.03685], [1.87504, -0.89811, 2.91787], [3.23367, -1.04171, 0.61034], [2.90522, -3.20895, 1.25943], [3.82571, -2.17042, 2.46676], [3.57818, -1.48022, -0.80010], [3.01747, -2.37850, -1.07458], [4.65961, -1.68482, -0.85581], [3.39831, -0.66915, -1.52012], [4.16969, 0.05766, 1.09522], [4.00772, 0.22573, 2.16819], [3.97557, 0.98563, 0.54707], [5.21170, -0.23777, 0.92475], [-1.60030, 1.82898, -0.58936], [-2.24532, 3.61741, 0.53123], [-3.09850, 2.55338, 0.94464], [-2.29298, 1.52707, 1.54255], [-4.16610, 2.50638, 0.75987], [-0.91172, 1.92714, 1.43773], [-0.90591, 3.26550, 0.92037], [-0.01175, 3.85893, 0.77026], [-2.54940, 4.51620, -0.00380], [-2.65062, 0.58914, 1.95826], [-0.03043, 1.36989, 1.73787], [-1.36260, 2.91946, -2.70781], [-0.29383, 2.95659, -1.73698], [0.18387, 1.58540, -1.55849], [0.18179, 3.83552, -1.29865], [-0.61894, 0.77353, -2.45564], [-1.46186, 1.61019, -3.21500], [-2.10956, 1.28220, -4.02995], [-1.92638, 3.78474, -3.03637], [1.04588, 1.29004, -0.95650], [-0.51582, -0.30311, -2.54290], [0.46438, -2.72470, -0.54674], [-0.32863, -1.52767, -0.57503], [-1.12491, -1.42503, 0.73695], [-1.12166, -1.56103, -1.35701], [0.38951, -0.74038, -0.82985], [-1.27409, -2.90383, 1.11708], [-2.10764, -0.98309, 0.51307], [-0.57995, -0.78238, 1.45177], [-0.32033, -3.67774, 0.18768], [-2.29406, -3.15912, 0.81983], [-1.16289, -3.10707, 2.18075], [-0.93816, -4.20531, -0.55817], [0.33617, -4.39847, 0.70440], [-3.27454, 0.83944, -1.05660], [-3.92528, 1.51168, -1.63884], [-3.87364, 0.50582, -0.19929], [-3.05197, -0.02672, -1.68383]],
  "atomic_forces_ev_per_a": [[1.3681, -1.0037, 0.6342], [-0.8012, 0.3405, 0.1040], [-0.3749, 0.3179, 0.1197], [0.1937, 0.2960, -0.0241], [-0.1237, -0.0470, 0.0388], [0.4807, -0.1602, -0.0551], [0.4647, 0.5747, -0.0524], [0.0943, -0.2793, -0.3752], [-0.0960, 0.2637, -0.1592], [0.0301, 0.2675, -0.0958], [-0.3522, -0.1012, 0.1296], [-0.1643, -0.2082, 0.1044], [-0.1066, -0.1005, 0.0524], [0.1151, 0.1299, -0.2476], [0.0156, -0.1064, 0.0929], [-0.1527, 0.0809, 0.1354], [-0.2633, -2.9069, -1.1164], [-0.1140, 0.7675, 0.9875], [-0.5445, 0.6316, 2.3639], [-0.6012, 1.0817, 1.1712], [0.2930, 0.0124, 0.1669], [-0.1513, 0.9784, 1.6346], [0.0869, 0.6933, 1.4012], [-0.2440, -0.1129, 0.0452], [0.0917, -0.2497, 0.3756], [0.0785, 0.2588, -0.3251], [-0.2311, 0.1487, 0.1117], [0.7535, 0.7925, -0.7190], [1.7969, 0.1848, -1.3099], [1.1576, 0.6472, -1.3879], [-0.2498, -0.3244, -0.4750], [1.4059, 0.2274, -1.3744], [0.0632, -0.2589, -0.8557], [0.0668, 0.1101, 0.5243], [0.0975, -0.1529, 0.0393], [-0.2756, -0.0091, -0.3856], [-0.1441, 0.5952, -0.2891], [-0.8889, 0.0682, 0.9345], [-0.1269, -0.1558, -0.7248], [0.7689, 0.5199, -0.2882], [0.6044, -0.5198, 0.0662], [-0.6020, -0.2719, 0.5041], [-0.5449, 0.1324, -0.2519], [0.4711, -0.0763, 0.2557], [-0.4508, -0.5329, -0.1468], [-0.0289, -0.1944, -0.5510], [0.0404, -0.3024, 0.3765], [0.1354, -0.0260, -0.0320], [0.2422, -0.2260, 0.3031], [-0.1480, 0.3630, -0.2691], [-3.0165, -1.6413, -0.7552], [0.0245, -0.3148, -0.0381], [0.0106, -0.1033, -0.2291], [-0.1540, -0.0981, -0.1392]],
  "lowdin_spin": [0.000, 0.000, 0.000, 0.000, 0.000, 0.000, 0.000, 0.000, 0.000, 0.000, 0.000, 0.000, 0.000, 0.000, 0.000, 0.000, 1.912, 0.120, 0.193, 0.200, 0.010, 0.077, 0.158, 0.009, 0.006, 0.012, 0.005, 0.234, 0.107, 0.041, 0.009, 0.249, 0.287, 0.016, 0.011, 0.002, 0.013, 0.001, 0.007, 0.012, 0.000, 0.002, 0.002, 0.006, 0.001, 0.001, 0.000, 0.000, 0.000, 0.000, 0.221, 0.027, 0.017, 0.031],
  "e_tot_ha": -1035.1106,
  "spin_multiplicity": 5,
  "homo_lumo_gap_ev": [5.32, 7.58],
  "de_lowest_ev": 0.371
}